Record 1
DFT (ωB97M-V/def2-TZVPD) results for a cluster of 16 separate species, C3H36NO16S in total.

Each line ends with the Löwdin charge.
Cartesian coordinates (Å):
1 O 1.4845 -3.7107 -0.3106  -0.05
2 H -0.7056 -0.9825 2.8416  0.03
3 H -0.7698 4.2548 0.8950  0.01
4 H -0.7739 0.7641 3.3234  0.06
5 S 1.5497 0.1184 2.9651  0.83
6 H -1.0495 1.6337 -0.1114  0.07
7 O -3.6594 -1.4444 1.8023  -0.10
8 H -0.8130 -2.6919 -2.3894  -0.01
9 O 3.7666 0.3466 -1.1567  -0.07
10 O 0.5148 3.8229 -3.7462  -0.08
11 O -0.8015 -3.5428 -1.8728  -0.11
12 H -1.8879 3.6480 1.6931  0.01
13 C -0.2505 0.0006 2.7576  -0.43
14 H -2.0796 -2.5831 -0.9634  0.02
15 C -0.1978 0.4180 1.2442  -0.42
16 O -0.6751 1.2436 -2.3185  -0.08
17 H 0.6998 2.9767 -4.1662  0.02
18 H 1.2329 -2.8429 2.8853  0.03
19 O 1.8952 1.4981 0.5827  -0.33
20 O 0.6175 -3.3147 2.3160  -0.07
21 N -0.7959 1.6768 0.8754  0.04
22 H 2.0536 -4.4748 -0.3138  0.05
23 H 2.1768 1.8726 -2.3969  0.06
24 O -3.6621 1.2406 1.6674  -0.06
25 H 1.7533 -0.4999 0.5767  0.09
26 O -2.6068 -1.7847 -0.7981  -0.06
27 H -2.7027 1.2167 1.5259  0.01
28 O -1.6936 4.3924 1.1080  -0.07
29 H 3.2602 2.3859 1.0228  -0.02
30 H -0.2569 -3.1602 2.7228  0.00
31 H 4.4450 1.0144 -1.0341  0.05
32 H 0.4337 3.5459 -2.8139  0.00
33 H 0.1058 -3.5158 -1.4987  0.00
34 H 2.9399 0.5425 -0.6759  -0.01
35 H -0.8107 -0.3638 0.7400  0.13
36 H 1.5137 -1.5714 -1.6460  0.03
37 H 1.8734 2.1202 -0.8386  0.03
38 O -1.9179 -2.9577 3.2186  -0.09
39 C 1.3258 0.3799 1.0626  -0.61
40 H -1.3651 1.6595 -2.8361  0.06
41 H 0.1844 1.7122 -2.1337  0.00
42 O -0.5273 -1.4647 -3.4414  -0.06
43 O 3.7910 3.1172 1.4232  -0.11
44 H -0.5410 -0.5664 -3.0669  0.01
45 H 0.3499 -1.5808 -3.7930  0.03
46 H 2.7910 -1.2534 -2.3780  0.05
47 H -4.0636 1.9826 1.2010  0.06
48 H -3.2803 -1.6900 0.9276  0.01
49 O 1.6532 2.4084 -1.7946  -0.10
50 H -3.7118 -0.4616 1.7606  0.00
51 H -2.6428 -2.3186 3.0490  0.02
52 H -2.1326 -0.9868 -1.0582  0.03
53 H 1.1477 -3.4853 0.5767  0.01
54 H -0.0431 2.3664 0.8635  0.07
55 H -2.0839 -3.5749 2.4907  0.06
56 O 1.8302 -1.1507 -2.4560  -0.06
57 H 3.1118 3.6147 1.8900  0.02

Computed properties:
- multiplicity = 1
- net charge = -1
- largest force on an atom (Eh/bohr) = 0.042
- orbital gap (eV) = 8.2

---

Record 2
DFT (ωB97M-V/def2-TZVPD) results for a cluster of 16 separate species, C3H38O15S in total.

Each line ends with the Löwdin charge.
Cartesian coordinates (Å):
1 O -2.9586 2.0932 -2.3237  -0.09
2 H -1.5962 3.1359 -2.4933  -0.01
3 O 3.0222 1.6581 -2.6015  -0.11
4 C -0.1183 0.7444 0.1872  -0.49
5 H 2.1223 -3.7874 1.4655  0.03
6 H -2.5764 -2.5219 2.4544  0.04
7 H -4.2565 -1.3178 -1.1590  0.04
8 H 0.0517 -2.7591 3.2884  0.06
9 H 0.3049 2.5320 -4.6006  0.06
10 H -1.2213 0.4566 3.0432  0.02
11 H -3.1450 1.1493 -2.3208  0.02
12 O 0.2313 -3.0162 2.3742  -0.05
13 H 1.9635 0.4380 -0.4479  0.02
14 H 1.2766 -4.3484 0.5291  0.06
15 H 3.5119 -2.4060 -2.1751  0.04
16 O -1.0617 3.9225 -2.7072  -0.07
17 O -1.6073 -2.2835 -0.2026  -0.04
18 S 0.7459 1.4655 1.6196  0.87
19 H 0.9654 -2.4606 2.0677  0.01
20 H 1.0493 -0.2485 -1.5658  0.07
21 O -2.5389 -1.5621 2.4542  -0.07
22 H 5.1259 1.2600 0.6783  0.04
23 O -3.7918 1.1086 2.2583  -0.05
24 H -2.9013 -1.3291 1.5936  0.01
25 H 3.3291 -0.6449 3.1205  0.04
26 H -3.5728 2.4595 -1.6159  0.07
27 C 1.0118 0.6518 -0.9142  -0.16
28 H 2.2182 1.7780 -3.1891  0.00
29 H 0.9681 1.5625 -1.4604  0.04
30 O 2.7492 -1.9535 -2.5508  -0.04
31 O -3.5435 -1.1147 -1.7649  -0.05
32 O 2.3774 -0.4524 3.1566  -0.12
33 H -2.7567 -1.6244 -1.5150  0.01
34 H 4.0036 1.6994 -0.3145  0.03
35 H -0.9657 -1.5789 -0.1070  0.02
36 H 2.1578 -1.0320 2.4330  -0.04
37 H -1.0306 4.4862 -1.9265  0.05
38 O 2.1061 -3.8480 0.4997  -0.07
39 O -4.4382 1.3613 -0.4121  -0.09
40 H -0.7237 -0.1069 0.4812  0.03
41 H 3.0439 0.7025 -2.7694  0.02
42 H -1.3666 -3.1918 -0.3677  0.07
43 H -4.3616 0.6177 2.8539  0.07
44 C -0.4653 1.2520 2.9678  -0.41
45 H -2.9694 1.5975 2.4098  0.05
46 H 0.2612 0.8307 3.7124  0.02
47 O 1.1307 2.6546 -4.1156  -0.07
48 H 4.0138 -1.2571 1.0343  0.06
49 H -0.8126 1.5090 -0.1401  0.05
50 H -3.9329 0.5486 -0.5378  0.00
51 H -0.7382 2.2244 3.4200  0.03
52 O 4.1863 1.2091 0.4953  -0.06
53 H -4.5584 1.3219 0.5689  0.03
54 H 3.3722 -2.5147 0.5828  0.02
55 O 3.5063 -2.0097 1.3947  -0.07
56 H 0.7866 3.3837 -3.5432  0.05
57 H 2.4164 -2.4447 -3.3031  0.04

Computed properties:
- multiplicity = 1
- net charge = 0
- largest force on an atom (Eh/bohr) = 0.055
- orbital gap (eV) = 7.6

---

Record 3
DFT (ωB97M-V/def2-TZVPD) results for a structure of composition C3H3AgO.

Each line ends with the Mulliken spin population.
Cartesian coordinates (Å):
1 C 0.0970 -0.0184 -0.5293  0.14
2 H -2.4685 1.0705 -0.6760  0.03
3 H -1.3469 2.4972 -0.3193  0.02
4 C -1.4422 1.4501 -0.6279  -0.04
5 Ag 2.1136 -1.2885 1.3300  -0.02
6 O -0.6067 0.3571 0.4856  0.22
7 C -0.4540 0.8914 -1.5205  0.63
8 H 0.0515 1.3242 -2.3804  0.02

Computed properties:
- multiplicity = 2
- net charge = +1
- largest force on an atom (Eh/bohr) = 0.064
- <S²> = 0.76
- orbital gap (spin up / spin down) (eV) = 7.3 / 7.1